1.
{
  "formula": "C5H14",
  "method": "the ωB97M-V functional and the def2-TZVPD basis",
  "symbols": ["C", "C", "C", "H", "H", "H", "H", "H", "H", "H", "H", "C", "C", "H", "H", "H", "H", "H", "H"],
  "positions_angstrom": [[-1.258, -0.885, 1.346], [0.289, -0.993, 1.418], [-1.916, 0.409, 0.916], [-1.551, -1.742, 0.729], [-1.455, -1.147, 2.422], [0.682, -0.199, 0.866], [-1.502, 0.881, 0.098], [-2.930, 0.326, 0.579], [0.578, -1.927, 1.027], [0.887, -0.839, 2.348], [-1.789, 1.152, 1.712], [1.878, 0.325, -2.103], [0.817, 1.095, -1.410], [1.430, -0.369, -2.788], [2.617, 0.669, -2.904], [2.644, -0.168, -1.581], [-0.136, 0.961, -1.808], [1.036, 2.116, -1.391], [0.627, 0.577, -0.308]],
  "lowdin_charge": [-0.280, -0.119, -0.109, 0.097, 0.107, -0.013, 0.011, 0.067, 0.056, 0.090, 0.086, -0.190, -0.154, 0.052, 0.089, 0.039, 0.038, 0.047, 0.084],
  "smiles": "CCC.CC",
  "largest_force_ev_per_a": 4.1,
  "multiplicity": 1,
  "total_energy_ev": -5409.8861,
  "mol_weight_da": 74.17
}

***

2.
{
  "formula": "C4H8N2O",
  "method": "the ωB97M-V functional and the def2-TZVPD basis",
  "symbols": ["C", "N", "C", "N", "C", "O", "C", "H", "H", "H", "H", "H", "H", "H", "H"],
  "positions_angstrom": [[-2.479, 0.217, 0.154], [-1.495, -0.838, -0.031], [0.763, -0.334, 0.812], [0.655, -0.463, 1.961], [1.364, -0.064, -0.527], [0.886, -0.409, -1.575], [2.672, 0.662, -0.370], [-2.465, 0.881, -0.716], [-2.198, 0.812, 1.031], [-3.509, -0.140, 0.299], [-1.667, -1.379, -0.870], [-1.481, -1.462, 0.768], [3.313, 0.097, 0.314], [3.152, 0.781, -1.342], [2.489, 1.638, 0.092]],
  "lowdin_charge": [-0.174, -0.081, -0.188, 0.164, -0.441, 0.104, -0.016, 0.073, 0.069, 0.066, 0.077, 0.066, 0.095, 0.089, 0.097],
  "smiles": "CC(=O)C#N.CN",
  "largest_force_ev_per_a": 1.1,
  "multiplicity": 1,
  "total_energy_ev": -9304.1241,
  "mol_weight_da": 100.12
}

***

3.
{
  "formula": "C4H9N2",
  "method": "the ωB97M-V functional and the def2-TZVPD basis",
  "symbols": ["C", "C", "C", "C", "N", "N", "H", "H", "H", "H", "H", "H", "H", "H", "H"],
  "positions_angstrom": [[2.195, 0.327, -0.214], [1.936, -1.044, 0.076], [-1.508, -1.268, -0.190], [-0.582, 1.695, 0.080], [1.007, 0.049, 0.238], [-0.180, 0.406, 0.482], [2.728, 1.095, -0.595], [1.854, -1.704, -0.676], [2.474, -1.376, 1.030], [-1.782, -1.347, 0.906], [-1.987, -0.614, -0.960], [-0.788, -2.028, -0.443], [-0.421, 2.334, 0.833], [-0.122, 1.951, -0.801], [-1.629, 1.652, -0.029]],
  "lowdin_charge": [0.117, -0.007, 0.291, -0.043, -0.101, -0.025, 0.110, 0.077, 0.153, 0.085, 0.078, 0.031, 0.067, 0.080, 0.088],
  "total_charge": 1,
  "largest_force_ev_per_a": 5.5,
  "multiplicity": 1,
  "total_energy_ev": -7260.1467,
  "mol_weight_da": 85.13
}